No. 1
2 unconnected molecules or ions with the total composition C3H4ClN5 at a distorted geometry, computed with wB97M-V/def2-TZVPD.

XYZ file:
```
13
Properties=species:S:1:pos:R:3:forces:R:3
N 0.605 -1.960 -1.744 -0.2 -0.4 0.0
C 0.857 -1.446 -0.749 0.3 -0.4 -1.5
N 1.148 -0.703 0.293 -0.9 3.5 2.2
C 0.408 0.368 0.788 0.8 -0.4 1.5
C 1.062 0.772 1.919 -1.2 0.6 -0.8
N 2.212 0.044 1.999 0.1 1.2 1.3
N 2.275 -0.753 1.056 1.7 -3.2 -1.1
H -0.461 0.787 0.399 -1.3 0.0 -1.0
H 0.721 1.560 2.618 0.7 -0.8 -0.6
N -2.007 0.098 -1.347 1.3 2.5 -0.4
Cl -2.114 1.668 -2.245 0.4 -1.0 0.3
H -2.907 0.164 -0.943 -1.1 -1.2 0.2
H -1.799 -0.600 -2.044 -0.7 -0.3 -0.2
```
Positions in Å, forces in eV/Å.

Orbital gap   0.3892 Eh
SMILES string   N#Cn1ccnn1.NCl
E_HOMO   -10.431 eV
Energy above the lowest of the compared OMol25 structures with the same formula, charge and spin   0.0 kJ/mol

=====

No. 2
C3H4ClNO in the gas phase at a distorted geometry, computed with wB97M-V/def2-TZVPD.

XYZ file:
```
10
Properties=species:S:1:pos:R:3:forces:R:3
Cl 2.946 0.646 -0.331 -1.3 -0.3 0.3
C 1.261 0.241 -0.120 0.0 -1.7 -0.4
C 0.196 0.929 0.264 1.1 -0.5 -1.6
C -0.987 0.074 0.171 -0.7 -0.7 -2.0
N -0.470 -1.153 -0.588 -1.3 2.5 -0.3
O 0.962 -1.138 -0.448 0.7 1.7 0.9
H 0.056 1.951 0.416 0.5 1.4 0.5
H -1.181 -0.150 1.189 -1.3 -0.6 1.1
H -1.887 0.548 -0.396 1.5 -0.9 1.1
H -0.895 -1.948 -0.155 0.8 -0.9 0.5
```
Positions in Å, forces in eV/Å.

Orbital gap   0.3453 Eh
SMILES string   ClC1=CCNO1
E_HOMO   -8.456 eV
Energy above the lowest of the compared OMol25 structures with the same formula, charge and spin   300.0 kJ/mol

=====

No. 3
C3H4ClNO2 in the gas phase at a distorted geometry, computed with wB97M-V/def2-TZVPD.

XYZ file:
```
11
Properties=species:S:1:pos:R:3:forces:R:3
O -1.424 -1.444 -0.828 -1.4 -0.1 -0.8
C -0.294 -1.554 -0.498 0.6 0.7 0.7
N 0.424 -0.524 0.088 0.8 0.6 0.6
O 1.784 -0.888 0.257 -0.1 0.4 0.0
C 0.241 0.895 0.032 0.2 -0.6 -0.4
C -0.861 1.636 0.137 -0.8 0.1 -0.4
Cl -2.479 1.063 0.471 0.7 0.2 0.1
H 0.309 -2.453 -0.553 0.3 -0.4 0.0
H 1.982 -0.836 1.207 -0.4 0.0 -0.2
H 1.188 1.398 -0.177 -0.3 -0.1 0.0
H -0.871 2.707 -0.135 0.4 -0.8 0.5
```
Positions in Å, forces in eV/Å.

Orbital gap   0.3557 Eh
SMILES string   O=CN(O)/C=C\Cl
E_HOMO   -9.110 eV
Energy above the lowest of the compared OMol25 structures with the same formula, charge and spin   259.6 kJ/mol

=====

No. 4
C3H4ClNOS in the gas phase at a distorted geometry, computed with wB97M-V/def2-TZVPD.

XYZ file:
```
11
Properties=species:S:1:pos:R:3:forces:R:3
C 1.013 0.935 0.541 1.7 2.9 -2.7
C 0.590 0.162 -0.433 -0.4 0.4 -1.6
O 0.850 0.506 -1.752 -1.5 -3.2 -0.9
N -0.073 -1.017 -0.215 3.1 -0.7 -2.7
C -0.968 -1.139 0.589 -3.0 -2.0 2.7
S -1.886 0.101 1.402 -0.6 0.7 0.3
Cl -3.648 -0.959 1.428 0.3 0.2 0.1
H 0.883 0.701 1.537 0.0 -0.2 1.9
H 1.604 1.830 0.098 -1.0 -1.4 1.6
H 0.480 -0.286 -2.342 1.2 2.5 1.9
H -1.304 -2.144 0.946 0.1 0.6 -0.7
```
Positions in Å, forces in eV/Å.

Orbital gap   0.3179 Eh
SMILES string   C=C(O)/N=C\SCl
E_HOMO   -9.030 eV
Energy above the lowest of the compared OMol25 structures with the same formula, charge and spin   157.5 kJ/mol

=====

No. 5
C3H4ClNOS in the gas phase at a distorted geometry, computed with wB97M-V/def2-TZVPD.

XYZ file:
```
11
Properties=species:S:1:pos:R:3:forces:R:3
C 0.994 1.982 0.557 -0.7 0.8 1.6
N 0.646 0.797 0.357 1.0 -0.3 -0.6
O -0.688 0.595 0.583 -1.0 -0.3 -0.4
C -1.076 -0.609 0.132 -0.8 -2.1 1.2
S -2.512 -1.272 0.518 -0.1 0.9 0.0
C -0.124 -1.528 -0.575 -0.7 0.4 -1.3
Cl -0.076 -0.853 -2.269 -0.2 -0.5 -0.1
H 0.337 2.742 1.012 0.1 -0.3 -0.6
H 2.040 2.145 0.539 0.8 0.3 -0.4
H 0.877 -1.403 -0.327 1.6 0.1 1.0
H -0.419 -2.595 -0.527 -0.1 1.0 -0.3
```
Positions in Å, forces in eV/Å.

Orbital gap   0.3220 Eh
SMILES string   C=NOC(=S)CCl
E_HOMO   -8.985 eV
Energy above the lowest of the compared OMol25 structures with the same formula, charge and spin   251.0 kJ/mol

=====

No. 6
A gas-phase ion, C3H4ClO3S (charge -1) at a distorted geometry, computed with wB97M-V/def2-TZVPD.

XYZ file:
```
12
Properties=species:S:1:pos:R:3:forces:R:3
C -0.675 -0.509 -0.390 -0.1 0.0 0.0
C 0.070 -0.067 0.607 -0.1 -0.1 0.0
C 1.361 0.603 0.362 3.2 -2.2 0.9
O 2.540 -2.609 -0.045 0.0 0.3 0.1
O 2.896 -0.697 -1.520 0.0 0.1 -0.1
O 2.550 -0.205 0.991 -2.8 1.3 -1.9
S 3.273 -1.351 -0.251 0.0 0.0 0.4
Cl 1.392 2.187 1.120 0.0 0.7 0.3
H -1.615 -1.012 -0.226 -0.1 -0.1 0.1
H -0.351 -0.406 -1.413 0.1 0.0 -0.2
H -0.219 -0.183 1.642 0.0 -0.1 0.1
H 1.623 0.704 -0.693 -0.2 0.0 0.2
```
Positions in Å, forces in eV/Å.

Orbital gap   0.2877 Eh
E_HOMO   -4.332 eV
Net charge   -1
Energy above the lowest of the compared OMol25 structures with the same formula, charge and spin   71.1 kJ/mol

=====

No. 7
A molecular structure, C3H4CrO4 at a distorted geometry, computed with wB97M-V/def2-TZVPD.

XYZ file:
```
12
Properties=species:S:1:pos:R:3:forces:R:3
O -2.013 -0.871 0.016 0.4 -2.0 -0.2
C -1.906 0.451 -0.054 1.8 0.8 3.7
C -0.609 -1.422 0.059 -1.8 -0.2 -0.2
O -2.452 1.207 0.723 -1.0 -0.3 -1.9
O -0.757 0.782 -0.643 0.8 0.9 -0.7
C 0.193 -0.334 -0.595 0.1 0.0 -0.9
H -0.588 -2.364 -0.498 -0.2 0.2 0.1
H -0.402 -1.659 1.111 -0.1 0.3 -0.1
H 0.359 -0.596 -1.654 -0.1 -0.1 0.2
O 3.773 0.686 0.505 0.9 0.3 0.4
H 4.163 1.207 1.204 0.3 0.0 0.0
Cr 2.050 0.227 0.246 -1.0 0.0 -0.3
```
Positions in Å, forces in eV/Å.

⟨S²⟩   6.02
Spin multiplicity   5
Orbital gap (alpha / beta)   0.2803 / 0.2872 Eh
E_HOMO (alpha / beta)   -9.265 / -9.162 eV
Energy above the lowest of the compared OMol25 structures with the same formula, charge and spin   70.4 kJ/mol

=====

No. 8
A molecular structure, C3H4CsO4 at a distorted geometry, computed with wB97M-V/def2-TZVPD.

XYZ file:
```
12
Properties=species:S:1:pos:R:3:forces:R:3
O -2.219 -0.715 -0.885 0.8 -0.1 0.3
C -1.733 0.508 -0.754 -2.9 -2.5 -0.1
C -0.520 0.871 -0.012 -0.7 1.6 -2.4
O 0.492 -0.203 -0.105 -0.8 0.3 -0.9
C 1.689 -0.022 0.423 -0.8 2.1 0.8
O 2.174 1.036 0.742 0.1 -0.7 -0.1
O 2.217 -1.221 0.671 0.3 -1.3 0.2
H -0.742 1.634 -1.092 2.6 -0.8 2.4
H -0.575 1.189 1.035 0.2 0.1 0.0
H 2.759 -1.176 1.470 0.3 0.3 -0.3
Cs -0.996 -3.151 -0.616 -0.1 0.6 0.0
H -2.548 1.249 -0.878 0.9 0.4 0.3
```
Positions in Å, forces in eV/Å.

⟨S²⟩   0.75
Spin multiplicity   2
Orbital gap (alpha / beta)   0.1412 / 0.2618 Eh
E_HOMO (alpha / beta)   -4.427 / -7.753 eV
Energy above the lowest of the compared OMol25 structures with the same formula, charge and spin   240.7 kJ/mol